Density functional theory data (ωB97M-V with the def2-TZVPD basis set) for a structure of composition C25H25BCl2O4 at a distorted geometry.

XYZ file:
```
57
Properties=species:S:1:pos:R:3:forces:R:3:lowdin_charge:R:1
Cl 4.25897 -2.78295 -6.07651 0.225 -0.054 -0.018 0.683
Cl 6.02195 3.13733 -1.12225 -0.077 0.188 -0.090 0.667
O -1.77931 1.20570 5.01954 0.442 -0.165 -0.425 0.091
O -4.42844 0.12365 -0.09374 0.644 0.336 -0.651 0.007
O -2.77052 -0.51892 3.63308 -0.521 0.378 0.496 0.072
O -3.02381 1.73738 2.99435 0.297 -0.755 0.892 0.024
C 0.47118 -0.63050 -0.71750 4.596 1.633 -2.089 -0.223
C 2.86802 -0.69453 -5.04680 0.449 -0.775 0.120 -0.087
C 4.33164 1.09624 -0.56711 -0.706 0.361 0.447 -0.084
C 3.13549 -2.69806 -3.60953 -0.066 0.666 -0.535 -0.089
C 0.40667 0.52062 0.21593 1.941 3.208 0.301 -0.178
C 2.32550 -2.09878 -2.64785 -0.272 1.274 -0.624 -0.006
C 2.06399 -0.12980 -4.06374 -0.239 -0.079 0.249 -0.019
C -1.62943 -0.66718 2.73608 1.148 -0.435 1.662 -0.098
C -0.58365 1.33884 4.10035 -0.538 -0.279 -0.561 0.015
C -2.75226 -2.54654 -0.38374 -2.835 0.684 0.331 -0.142
C -6.11557 -0.78433 1.19230 0.989 -1.454 0.478 -0.008
C 2.19053 2.69299 0.09164 -0.264 0.184 -0.790 -0.039
C 1.73457 -0.80974 -2.84802 1.502 -1.308 -2.911 -0.216
C 3.07582 0.54435 -0.18274 0.555 0.337 -0.791 -0.043
C -2.01536 1.52772 1.93205 0.477 0.474 1.054 -0.095
C 4.48177 2.49836 -0.67178 -0.773 -1.564 0.596 -0.693
C 0.80693 -0.17611 -2.01125 -1.131 -1.093 2.998 -0.016
C -4.12782 -2.15890 0.02918 -0.578 -2.885 1.154 -0.093
C -0.87531 0.67027 2.59888 -2.479 0.815 -0.312 -0.337
C 3.41393 3.29776 -0.27880 0.210 -0.584 -0.196 -0.098
C 3.40335 -1.99830 -4.80557 -1.108 0.979 0.267 -0.664
C -4.87249 -0.96655 0.26634 0.645 2.383 -0.023 -0.475
C 0.38487 0.60269 1.73833 0.127 -0.018 1.737 -0.103
C -1.66033 -1.77106 -0.27996 -1.829 -2.170 -0.620 0.207
C 1.89588 1.31255 -0.01718 0.765 -0.248 0.364 -0.129
B -2.73918 0.80893 4.11829 1.675 0.169 -4.635 -0.624
H 1.06827 -0.10851 2.20470 0.090 -0.439 -0.192 0.137
H 1.63626 0.87558 -4.23105 0.237 -0.672 0.068 0.124
H -6.88229 -0.09940 0.87009 0.270 0.409 -0.732 0.070
H -6.64649 -1.68612 1.49703 0.292 -0.232 0.058 0.065
H 5.20729 0.45768 -0.75499 -0.605 0.227 0.158 0.107
H 3.05155 -0.16269 -6.01179 -0.066 -0.636 1.031 0.121
H 1.06545 -1.48046 -0.34512 -0.396 0.147 -0.215 0.130
H 3.58114 4.37858 -0.30545 -0.477 -0.355 0.266 0.109
H 0.37748 0.74892 -2.38249 0.041 0.100 0.245 0.141
H 0.25938 0.82043 4.61299 -0.659 0.265 -0.418 0.136
H 3.05078 -0.53428 -0.05836 -0.098 0.049 -0.247 0.108
H -1.61091 2.52809 1.73396 -0.249 0.024 -0.281 0.127
H -4.71682 -3.00570 0.42487 0.451 -0.123 -0.944 0.085
H -0.36663 1.17837 -0.17363 0.020 0.466 -0.021 0.140
H -2.38835 1.06266 0.96450 -0.015 0.421 1.403 0.126
H -5.60943 -0.34143 2.06172 -0.436 -0.143 0.043 0.082
H -1.85126 -1.20089 1.77697 -0.182 0.858 0.841 0.096
H -0.37527 2.44410 4.05477 -0.137 -1.130 -0.358 0.144
H -0.65974 -1.31864 -0.78553 -2.397 -0.874 -0.021 -0.004
H 2.10012 -2.59253 -1.73024 -0.007 -0.558 0.389 0.098
H 1.45478 3.40644 0.40711 -0.676 0.088 0.035 0.104
H 3.53420 -3.70980 -3.49816 -0.149 0.430 0.114 0.110
H 0.89427 1.54998 1.96542 -0.239 -0.102 -0.108 0.115
H -0.92702 -1.25886 3.31236 0.170 -0.941 -0.021 0.128
H -3.14434 -3.63467 -0.85193 1.945 2.518 1.030 0.194
```
Forces are in eV/Å.

Calculated values
Largest force on an atom, eV Å⁻¹: 5.3
Spin multiplicity: 1
Charge: 0
Energy above the lowest of the compared OMol25 structures with the same formula, charge and spin, kcal per mole: 180.24
LUMO, eV: -1.9259
Orbital gap, eV: 5.46